[1]
Entry from the Open Molecules 2025 dataset: C37H32BrOP2V as an isolated structure (ωB97M-V with the def2-TZVPD basis set).

XYZ file:
```
74
Properties=species:S:1:pos:R:3:lowdin_spin:R:1
V -0.20 -0.88 0.26 0.7518
P 0.43 -0.95 -2.02 -0.0176
C 1.55 -0.33 0.52 0.0337
O 2.60 0.21 0.64 0.0455
P -0.73 0.63 2.08 0.0201
C 1.59 -2.38 -2.16 -0.0859
C 1.48 0.38 -2.71 0.0055
C -0.82 -1.21 -3.33 0.0032
C -2.42 0.34 2.70 0.0439
C 0.30 0.21 3.54 0.1091
C -0.56 2.44 1.95 -0.0016
C 1.17 -3.62 -2.66 -0.0200
C 2.07 -4.69 -2.74 -0.0289
C 3.39 -4.53 -2.31 -0.0816
C 3.80 -3.31 -1.77 -0.0037
C 2.91 -2.24 -1.70 -0.0516
H 0.13 -3.75 -2.99 -0.0001
H 1.73 -5.64 -3.16 -0.0005
H 4.10 -5.36 -2.40 -0.0033
H 4.83 -3.19 -1.42 0.0009
H 3.26 -1.29 -1.29 -0.0011
C -1.88 -2.10 -3.07 0.0000
C -2.87 -2.31 -4.04 0.0003
C -2.81 -1.64 -5.26 -0.0015
C -1.76 -0.75 -5.52 0.0007
C -0.78 -0.53 -4.56 -0.0009
H -1.93 -2.61 -2.11 -0.0003
H -3.69 -3.00 -3.83 0.0001
H -3.57 -1.82 -6.02 -0.0001
H -1.72 -0.22 -6.47 0.0001
H 0.03 0.18 -4.76 0.0000
C 2.45 0.13 -3.70 -0.0043
C 3.20 1.18 -4.23 0.0007
C 2.99 2.49 -3.77 -0.0001
C 2.02 2.74 -2.80 -0.0019
C 1.26 1.70 -2.28 0.0017
H 2.62 -0.89 -4.06 -0.0011
H 3.95 0.97 -5.00 0.0000
H 3.58 3.31 -4.19 0.0000
H 1.86 3.76 -2.44 0.0000
H 0.48 1.90 -1.54 0.0003
C 1.06 1.17 4.23 0.0121
C 1.82 0.79 5.34 0.0596
C 1.83 -0.54 5.76 0.1048
C 1.09 -1.51 5.07 0.0013
C 0.33 -1.13 3.96 0.0803
H 1.08 2.20 3.89 -0.0008
H 2.42 1.54 5.86 0.0017
H 2.42 -0.84 6.63 0.0039
H 1.11 -2.55 5.38 -0.0014
H -0.23 -1.89 3.40 0.0003
C -3.45 0.18 1.76 0.0129
C -4.74 -0.10 2.19 0.0042
C -5.02 -0.24 3.55 0.0305
C -3.99 -0.09 4.49 0.0049
C -2.70 0.21 4.07 0.0151
H -3.23 0.26 0.69 -0.0003
H -5.54 -0.24 1.45 -0.0001
H -6.03 -0.49 3.89 0.0012
H -4.19 -0.21 5.56 0.0003
H -1.89 0.31 4.81 0.0009
C -1.49 3.31 2.56 0.0014
C -1.29 4.69 2.51 -0.0008
C -0.20 5.22 1.81 0.0019
C 0.70 4.37 1.18 0.0004
C 0.54 2.99 1.26 -0.0008
H -2.35 2.90 3.10 0.0004
H -2.00 5.35 3.02 0.0000
H -0.05 6.30 1.77 0.0001
H 1.55 4.77 0.62 0.0000
H 1.28 2.32 0.80 -0.0001
H -1.13 0.03 -0.71 -0.0041
H -0.64 0.61 -0.09 -0.0108
Br -1.13 -2.98 0.78 -0.0305
```

LUMO energy (spin up / spin down): -12.74 / -13.03 eV
Kohn-Sham gap (spin up / spin down): 4.1 / 3.8 eV
Net charge: +3
Multiplicity: 2


[2]
Entry from the Open Molecules 2025 dataset: C37H32ClN8NaO5 as an isolated structure (ωB97M-V with the def2-TZVPD basis set).

XYZ file:
```
84
Properties=species:S:1:pos:R:3:mulliken_charge:R:1
Na 0.54 1.55 0.72 0.9341
C 3.48 -2.19 1.18 -1.4949
C 3.08 -0.79 0.81 0.0478
N 2.34 -0.04 1.55 0.2030
N 1.99 -0.53 2.77 -0.8853
C 0.98 0.19 3.29 0.1765
O 0.36 1.14 2.77 -0.7729
C 0.55 -0.29 4.66 0.2966
C 1.30 -1.22 5.38 -0.1556
C 0.87 -1.65 6.62 -0.7122
C -0.32 -1.16 7.16 -0.2833
C -1.06 -0.23 6.45 -0.8045
C -0.62 0.20 5.21 0.0140
C 3.55 -0.20 -0.47 1.1084
C 3.95 -1.00 -1.54 -0.3869
C 4.32 -0.41 -2.73 -0.5731
C 4.32 0.97 -2.83 -0.5632
C 3.94 1.69 -1.70 -0.2250
N 3.56 1.14 -0.56 -0.3715
H 2.86 -2.52 2.02 0.3170
H 4.53 -2.24 1.49 0.3705
H 3.35 -2.88 0.35 0.2754
H 2.21 -1.60 4.93 0.3914
H 1.45 -2.38 7.17 0.3686
H -0.66 -1.51 8.13 0.3693
H -1.99 0.15 6.86 0.3836
H -1.19 0.92 4.64 0.2905
H 3.93 -2.08 -1.45 0.2796
H 4.60 -1.02 -3.58 0.3891
H 4.58 1.48 -3.74 0.4465
H 3.93 2.77 -1.73 0.4600
O 2.04 4.86 -4.19 -0.6142
C 1.80 3.70 -4.75 0.5396
O 2.05 3.47 -5.91 -0.6743
C 1.23 2.63 -3.86 0.0828
C 0.99 1.33 -4.25 -0.5940
Cl 1.30 0.55 -5.74 -0.1866
N 0.55 0.64 -3.17 0.7217
N 0.50 1.43 -2.09 1.0881
C 0.89 2.63 -2.48 0.1713
C 0.89 3.74 -1.44 0.0373
O 1.22 4.88 -1.84 -0.9534
O 0.55 3.41 -0.29 -0.5747
C 0.08 -0.70 -3.08 -0.7616
C 0.37 -1.43 -1.93 0.4558
C -0.11 -2.72 -1.81 -0.3837
C -0.86 -3.28 -2.83 -0.7381
C -1.16 -2.54 -3.96 -0.7918
C -0.71 -1.23 -4.08 -0.4722
H 1.81 4.87 -3.17 0.4464
H 0.93 -0.96 -1.13 0.3712
H 0.08 -3.27 -0.90 0.3915
H -1.24 -4.29 -2.73 0.3843
H -1.80 -2.95 -4.74 0.3514
H -1.00 -0.62 -4.92 0.5189
C -2.17 -3.01 3.03 -0.7470
C -0.91 -2.71 2.52 -0.6099
C -0.76 -1.74 1.54 0.6131
C -1.85 -1.00 1.04 -0.6744
C -3.12 -1.33 1.58 -0.2781
C -3.27 -2.31 2.54 -0.6045
N -1.63 0.03 0.16 1.2258
C -2.50 0.24 -0.86 -0.2863
C -3.34 -0.74 -1.44 -0.3508
C -4.12 -0.47 -2.55 -0.5456
C -4.12 0.78 -3.15 -0.7751
C -3.33 1.78 -2.58 -0.4746
C -2.56 1.53 -1.46 -0.1516
H -2.29 -3.76 3.81 0.3730
H -0.03 -3.21 2.89 0.2867
H 0.23 -1.49 1.17 0.1496
H -3.98 -0.77 1.24 0.3837
H -4.25 -2.50 2.95 0.3398
H -3.34 -1.74 -1.02 0.3842
H -4.72 -1.27 -2.97 0.3158
H -4.73 0.98 -4.03 0.3440
H -3.32 2.77 -3.01 0.4145
H -1.96 2.31 -1.03 0.1201
N -2.62 2.31 2.12 -0.5952
N -2.07 3.63 1.93 -0.7118
H -2.35 1.68 1.36 0.1343
H -2.15 1.93 2.94 0.3953
H -2.69 4.11 1.30 0.2610
H -1.16 3.59 1.48 0.3546
```

LUMO energy: 3.87 eV
Energy above the lowest of the compared OMol25 structures with the same formula, charge and spin: 0.2727 eV
Kohn-Sham gap: 5.1 eV
Net charge: -2
Multiplicity: 1


[3]
Entry from the Open Molecules 2025 dataset: C37H32CoFN9O5S3 as an isolated structure (ωB97M-V with the def2-TZVPD basis set).

XYZ file:
```
88
Properties=species:S:1:pos:R:3:mulliken_charge:R:1
Co -0.01 0.07 -0.21 0.0812
N -1.99 2.38 2.52 0.0905
C -0.88 3.19 2.34 0.8780
C -0.37 4.24 3.09 -1.0744
C 0.68 4.95 2.54 -0.6621
C 1.17 4.63 1.27 -0.6488
C 0.66 3.57 0.54 -0.5680
C -0.35 2.81 1.11 -0.0248
N -1.10 1.71 0.60 -0.0207
C -2.12 1.57 1.45 0.1801
C -3.40 0.89 1.25 -0.1544
C -4.41 0.89 2.16 -0.2441
S -5.83 0.26 1.48 -0.1208
C -4.98 0.02 0.00 -0.2141
N -3.75 0.39 0.02 -0.0925
H -2.63 2.44 3.29 0.2575
H -0.81 4.52 4.04 0.4642
H 1.09 5.79 3.08 0.4474
H 1.95 5.24 0.84 0.5046
H 1.00 3.36 -0.47 0.6780
H -4.41 1.24 3.19 0.2576
H -5.49 -0.40 -0.87 0.4536
C 6.75 3.07 0.68 -1.9951
C 5.99 2.78 1.97 0.4911
C 5.91 3.98 2.90 -0.9291
C 5.39 3.52 4.26 -1.1998
C 4.16 2.65 4.11 1.3089
C 3.34 2.43 5.19 -0.6723
C 2.17 1.68 5.05 -0.1042
F 1.39 1.50 6.13 -0.3828
C 1.79 1.17 3.85 -0.7164
C 2.60 1.39 2.73 0.3971
C 2.16 0.94 1.43 0.9423
O 1.12 0.22 1.35 -0.5423
C 2.93 1.35 0.33 -0.0115
C 4.14 1.96 0.54 -0.5557
N 4.61 2.29 1.74 0.2411
C 3.80 2.10 2.87 -1.0226
C 2.45 1.18 -1.07 0.3189
O 3.24 1.21 -1.99 -0.7290
O 1.15 1.11 -1.22 -0.5403
H 7.74 3.41 0.95 0.4335
H 6.26 3.87 0.11 0.3844
H 6.85 2.19 0.06 0.5109
H 6.51 1.98 2.50 0.2642
H 5.23 4.72 2.46 0.2776
H 6.89 4.44 2.99 0.4035
H 5.16 4.38 4.89 0.4710
H 6.18 2.96 4.77 0.3940
H 3.58 2.84 6.17 0.5255
H 0.87 0.60 3.74 0.7887
H 4.75 2.18 -0.33 0.7702
N -6.82 -3.84 3.39 -0.5061
C -5.60 -3.60 2.81 1.0732
C -4.62 -2.86 3.49 -0.8833
C -3.40 -2.60 2.90 -0.3601
C -3.14 -3.08 1.61 -0.3773
C -4.09 -3.83 0.94 -0.5666
C -5.32 -4.08 1.52 -0.8075
S -1.50 -2.92 1.00 1.4673
O -1.26 -4.01 0.10 -0.7096
O -0.67 -2.75 2.16 -0.8338
N -1.34 -1.51 0.17 0.0010
C -1.75 -1.36 -1.12 0.6311
S -2.69 -2.33 -2.21 -0.1519
C -2.54 -1.09 -3.42 -0.5187
C -1.78 -0.08 -2.98 -0.8747
N -1.33 -0.25 -1.68 0.3923
H -6.97 -3.61 4.36 0.1922
H -7.47 -4.47 2.96 0.1893
H -4.82 -2.51 4.50 0.3191
H -2.63 -2.07 3.43 0.5019
H -3.86 -4.27 -0.03 0.5045
H -6.06 -4.68 1.00 0.3249
H -3.02 -1.18 -4.38 0.5162
H -1.51 0.81 -3.53 0.4678
C 1.93 -2.93 0.89 -1.4683
C 1.65 -2.52 -0.51 0.5779
N 1.15 -1.38 -0.96 1.4931
C 1.19 -1.41 -2.35 -0.7285
C 1.70 -2.59 -2.74 -0.9900
N 1.99 -3.28 -1.57 -0.0431
H 1.83 -2.07 1.55 -0.0012
H 2.93 -3.34 0.96 0.5362
H 1.22 -3.68 1.23 0.4029
H 0.89 -0.56 -2.94 0.5832
H 1.91 -2.99 -3.72 0.4442
H 2.36 -4.21 -1.51 0.2122
```

LUMO energy: -2.79 eV
Energy above the lowest of the compared OMol25 structures with the same formula, charge and spin: 0.3500 eV
Kohn-Sham gap: 7.3 eV
Net charge: +1
Multiplicity: 1


[4]
Entry from the Open Molecules 2025 dataset: C37H32GeN2O6PdS2 as an isolated structure (ωB97M-V with the def2-TZVPD basis set).

XYZ file:
```
81
Properties=species:S:1:pos:R:3:mulliken_charge:R:1
Pd 0.03 0.87 -0.76 0.5086
C -3.46 0.02 2.14 -2.1444
C -2.42 0.93 1.51 0.8269
O -1.37 0.39 1.13 0.5955
C -2.68 2.34 1.39 0.7111
C -3.92 2.89 1.75 -0.9133
C -4.22 4.21 1.56 -0.7036
C -3.25 5.06 0.98 -0.4096
C -2.01 4.58 0.66 -0.8551
C -1.64 3.20 0.84 -0.1543
O -0.49 2.81 0.56 -0.2342
H -3.10 -1.00 2.11 0.3546
H -4.42 0.09 1.61 0.4436
H -3.62 0.31 3.18 0.3713
H -4.67 2.24 2.20 0.3087
H -5.19 4.60 1.84 0.3570
H -3.50 6.10 0.80 0.3720
H -1.26 5.23 0.22 0.4393
S 1.39 -0.18 -2.46 -0.4480
C 0.66 -1.65 -1.75 1.5414
N -0.40 -2.20 -2.55 -0.1865
C -0.64 -3.58 -2.20 -0.8395
C 0.71 -4.34 -2.15 -0.4617
S 1.96 -3.11 -1.70 -0.2810
H -0.22 -2.06 -3.53 0.3211
H -1.32 -4.03 -2.92 0.4735
H -1.11 -3.61 -1.21 0.1638
H 0.96 -4.76 -3.12 0.4006
H 0.70 -5.15 -1.41 0.3204
C 0.19 -1.17 -0.42 -2.2956
Ge 1.51 -0.93 1.01 2.5580
C 3.09 0.17 0.49 0.4669
C 2.95 1.54 0.23 -0.5533
C 4.04 2.30 -0.16 -1.1921
C 5.29 1.72 -0.29 -0.5478
C 5.45 0.37 -0.02 -0.7263
C 4.35 -0.40 0.37 -0.5093
C 0.82 -0.17 2.70 -0.4044
C 0.05 -0.97 3.55 -0.0865
C -0.46 -0.47 4.74 -0.7506
C -0.21 0.84 5.11 -0.4760
C 0.57 1.64 4.28 -0.7357
C 1.08 1.14 3.09 0.2356
C 2.15 -2.68 1.74 -0.1679
C 3.30 -2.75 2.52 -0.3802
C 3.73 -3.95 3.08 -0.7600
C 2.99 -5.10 2.88 -0.4057
C 1.81 -5.05 2.14 -0.7864
C 1.41 -3.85 1.58 -0.1593
H -0.77 -1.58 -0.10 0.3587
H 1.99 2.03 0.30 0.3303
H 3.90 3.35 -0.38 0.4290
H 6.14 2.32 -0.60 0.3391
H 6.42 -0.10 -0.11 0.3804
H 4.48 -1.46 0.53 0.4287
H -0.15 -2.00 3.26 0.3583
H -1.06 -1.11 5.38 0.3628
H -0.61 1.24 6.03 0.3378
H 0.78 2.67 4.56 0.3790
H 1.68 1.78 2.46 0.1102
H 3.87 -1.84 2.70 0.4484
H 4.64 -3.98 3.67 0.3689
H 3.32 -6.05 3.30 0.3466
H 1.22 -5.94 2.00 0.3633
H 0.50 -3.81 0.99 0.5073
O -0.31 4.14 -3.64 -0.7792
C -0.39 3.05 -3.05 -0.0256
O 0.28 2.69 -2.04 -0.5385
C -1.39 2.04 -3.63 0.2790
C -2.28 1.33 -2.82 -0.0625
C -3.13 0.39 -3.38 -0.3916
C -3.13 0.17 -4.74 -0.5420
C -2.29 0.92 -5.56 -0.2476
C -1.42 1.85 -5.00 -0.2339
N -2.36 0.76 -6.98 1.0181
O -1.61 1.41 -7.69 -0.6365
O -3.18 -0.02 -7.45 -0.6621
H -2.38 1.59 -1.77 0.4141
H -3.80 -0.17 -2.75 0.3817
H -3.78 -0.57 -5.20 0.4618
H -0.77 2.44 -5.64 0.5142
```

LUMO energy: 4.02 eV
Energy above the lowest of the compared OMol25 structures with the same formula, charge and spin: 0.8109 eV
Kohn-Sham gap: 6.1 eV
Net charge: -2
Multiplicity: 1


[5]
Entry from the Open Molecules 2025 dataset: a 2-piece molecular cluster, C37H33BrFIN2O4 overall (ωB97M-V with the def2-TZVPD basis set).

XYZ file:
```
79
Properties=species:S:1:pos:R:3:mulliken_charge:R:1
C -4.41 -1.90 3.67 -0.2522
C -4.52 -1.24 2.52 -0.4016
C -4.59 -0.91 0.93 -0.1532
C -3.13 -0.92 0.24 0.3820
C -2.75 0.18 -0.85 0.5107
C -3.85 1.33 -1.26 -0.4954
C -4.80 0.93 -2.40 -0.3455
C -5.93 1.93 -2.84 -0.2550
C -5.89 3.24 -1.98 -0.2139
C -4.79 3.40 -0.91 -0.1842
N -3.73 2.52 -0.47 -0.4074
C -1.34 0.30 -1.56 -0.5994
C -0.25 -0.76 -1.16 0.2530
C -0.63 -1.88 -0.08 0.2113
C -2.03 -1.99 0.62 0.2387
F -2.21 -3.03 1.61 -0.2948
C 0.57 -2.92 0.31 -0.2878
O 0.36 -4.17 0.44 -0.4766
C 2.03 -2.21 0.47 0.6456
C 3.05 -2.57 1.65 -1.0704
I 2.47 -4.14 3.09 0.0577
C 4.45 -1.79 1.74 0.4198
C 5.50 -2.09 2.96 0.8512
C 6.02 -3.63 2.99 -1.3472
C 4.73 -1.65 4.35 -0.3583
C 5.61 -0.68 5.29 -1.0154
C 4.81 -0.67 0.65 0.5247
C 6.19 0.15 0.74 -1.0933
C 7.52 -0.71 0.44 -0.3938
O 7.37 -1.42 -0.82 -0.3060
C 7.49 -2.82 -0.52 0.2781
O 8.19 -3.63 -1.21 -0.5203
C 3.81 -0.30 -0.55 0.3261
C 4.18 0.82 -1.65 -1.0803
C 3.98 2.35 -1.15 -0.5927
C 2.55 2.88 -1.74 -0.5465
Br 1.16 2.43 -0.37 -0.1735
C 2.42 -1.09 -0.61 0.3044
C 1.28 -0.78 -1.74 0.0739
O 1.53 -0.60 -2.98 -0.5502
H -4.00 -2.43 4.62 0.3239
H -5.04 0.17 0.87 0.2555
H -5.30 -1.62 0.37 0.3656
H -4.70 -0.09 -2.92 0.3407
H -6.69 1.71 -3.67 0.3396
H -6.67 4.06 -2.15 0.2000
H -4.80 4.42 -0.34 0.2993
H -1.05 1.09 -2.33 0.3243
H 6.44 -1.43 2.91 -0.1255
H 7.15 -3.61 2.68 0.2665
H 5.86 -4.09 4.03 0.3534
H 5.48 -4.24 2.18 0.3788
H 3.72 -1.13 4.10 0.2974
H 4.44 -2.62 4.93 0.2439
H 5.61 -1.16 6.36 0.3077
H 5.02 0.32 5.41 0.2463
H 6.67 -0.53 4.88 0.2950
H 6.27 0.52 1.85 0.3061
H 6.23 1.11 0.10 0.2732
H 7.78 -1.46 1.28 0.2753
H 8.40 0.05 0.43 0.3474
H 6.87 -3.24 0.36 0.2547
H 3.66 0.70 -2.66 0.4955
H 5.32 0.69 -1.86 0.2985
H 4.09 2.49 -0.02 0.3597
H 4.80 2.98 -1.71 0.3192
H 2.30 2.44 -2.78 0.3212
H 2.53 4.04 -1.85 0.3826
C -11.24 2.25 -3.53 -0.1132
C -10.99 1.91 -2.21 -0.4977
C -9.82 2.38 -1.63 -0.2846
N -8.91 3.13 -2.27 -0.2472
C -9.18 3.44 -3.55 0.0000
C -10.33 3.02 -4.22 -0.6912
H -12.15 1.90 -4.02 0.3618
H -11.68 1.31 -1.64 0.3551
H -9.58 2.15 -0.59 0.3782
H -8.43 4.04 -4.05 0.3694
H -10.49 3.30 -5.25 0.3614
```

LUMO energy: -1.13 eV
Energy above the lowest of the compared OMol25 structures with the same formula, charge and spin: 19.4202 eV
Kohn-Sham gap: 7.5 eV
Net charge: 0
Multiplicity: 1